1.
Below is C7H13NO2 in the gas phase, with properties calculated with ωB97M-V/def2-TZVPD.

The geometry in ORCA input format:
```
! wB97M-V def2-TZVPD RIJCOSX def2/J DEFGRID3
* xyz 0 1
C -0.85 -1.20 -2.38
H 0.66 -0.18 3.09
H 2.35 1.82 0.88
H 1.51 -0.38 0.93
C 0.75 0.43 0.95
C 1.43 1.77 0.50
H 0.92 -0.01 -1.90
O 1.07 -1.76 -0.92
C 0.19 0.51 2.42
H -1.11 -2.24 -2.11
H -0.81 0.18 2.55
H -1.98 -1.29 0.28
C -1.39 1.01 -0.25
H 0.58 -2.38 -0.45
H -0.46 -1.27 -3.35
H 0.35 1.44 3.00
H 1.38 1.71 -0.62
H 0.74 2.52 0.68
C -0.48 -0.06 0.01
C 0.28 -0.73 -1.33
N -2.27 1.70 -0.40
O -1.17 -1.03 0.75
H -1.69 -0.56 -2.35
*
```

The HOMO-LUMO gap is 10.76 eV. As for the HOMO energy: -10.114 eV. The value obtained for the energy relative to the best compared isomer or geometry (same formula, charge and spin) is 66.12 kcal per mole. Its structure (SMILES) is CC(C)[C@@](O)(C#N)[C@H](C)O.

---

2.
Below is a molecular structure, C7H13NO2, with properties calculated with ωB97M-V/def2-TZVPD.

The geometry in ORCA input format:
```
! wB97M-V def2-TZVPD RIJCOSX def2/J DEFGRID3
* xyz 0 1
H 0.58 -0.28 3.81
H 0.73 -1.05 -1.84
H -1.56 2.03 -0.83
H -0.54 -1.66 0.53
H -1.95 -2.22 1.23
O 0.59 -0.57 -0.68
H -1.27 -1.70 3.40
C 0.15 0.72 -1.11
H 0.88 2.76 -1.30
C -0.64 -1.43 2.56
C 1.21 1.80 -0.90
H 0.18 -0.94 -4.34
C -1.18 1.08 -0.46
O 1.34 -0.17 1.93
H -1.02 1.15 0.62
H 1.12 -0.45 1.01
C 0.03 0.36 -2.54
H 2.14 1.52 -1.39
N -0.96 -2.07 1.36
H -1.92 0.30 -0.64
H 1.40 1.90 0.17
C 0.38 -0.61 2.80
C 0.30 -0.48 -3.39
*
```

The HOMO-LUMO gap is 6.92 eV. As for the HOMO energy: -7.114 eV. The value obtained for the energy relative to the best compared isomer or geometry (same formula, charge and spin) is 127.06 kcal per mole.

---

3.
Below is a molecular structure, C7H13NO2, with properties calculated with ωB97M-V/def2-TZVPD.

The geometry in ORCA input format:
```
! wB97M-V def2-TZVPD RIJCOSX def2/J DEFGRID3
* xyz 0 1
C -0.28 1.03 -0.14
H 1.30 0.83 1.33
H 2.29 1.31 -0.90
H -0.60 0.24 -2.15
H 0.29 -1.46 1.67
O 0.05 2.14 -0.52
H 0.26 -1.11 -1.32
C 1.20 -1.31 1.09
O -3.07 1.35 -0.36
H 1.24 -2.07 0.30
C 2.43 0.33 -0.43
H 2.04 -1.50 1.77
H -2.57 -0.92 -1.39
H -1.75 -1.56 0.07
H -3.06 2.18 0.14
C 1.32 0.08 0.55
C -1.82 -0.72 -0.62
H 3.39 0.36 0.10
H 2.49 -0.44 -1.20
H -1.21 0.09 1.86
N -1.43 0.89 1.27
C -2.05 0.58 0.10
C -0.47 -0.31 -1.22
*
```

The HOMO-LUMO gap (spin up / spin down) is 7.17 / 7.17 eV. As for the HOMO energy (spin up / spin down): -7.080 / -7.079 eV. The value obtained for the energy relative to the best compared isomer or geometry (same formula, charge and spin) is 142.48 kcal per mole.

---

4.
Below is C7H13NO3 in the gas phase, with properties calculated with ωB97M-V/def2-TZVPD.

The geometry in ORCA input format:
```
! wB97M-V def2-TZVPD RIJCOSX def2/J DEFGRID3
* xyz 0 3
H 0.40 2.82 1.27
H 0.91 -3.65 0.39
H 1.17 0.30 -2.09
C 0.51 1.23 -1.73
H -1.14 1.89 0.66
C -0.18 -0.10 0.32
N -1.22 -0.43 -0.57
C -0.16 2.37 0.36
O 1.31 -1.97 -0.96
H 1.55 0.99 -0.08
H -0.50 -2.69 -0.44
C 0.54 1.09 -0.21
H -0.39 3.11 -0.35
C 0.53 -2.77 -0.13
H -2.15 -0.48 -0.18
H 0.98 2.14 -2.03
O -1.59 -0.42 2.26
H -1.02 -0.97 -1.40
O 0.55 -0.11 2.59
C -0.38 -0.17 1.81
H -0.45 1.21 -2.24
H 1.83 -1.17 0.94
H -2.17 -0.80 1.58
C 1.07 -1.44 0.23
*
```

The expectation value of S² is 2.01. The HOMO-LUMO gap (spin up / spin down) is 3.96 / 5.94 eV. As for the HOMO energy (spin up / spin down): -3.573 / -9.049 eV.

---

5.
Below is C7H13NO4S in the gas phase, with properties calculated with ωB97M-V/def2-TZVPD.

The geometry in ORCA input format:
```
! wB97M-V def2-TZVPD RIJCOSX def2/J DEFGRID3
* xyz 0 1
H 2.58 -0.70 1.76
H -0.37 3.53 -0.72
H 3.68 0.15 -0.30
H 1.37 -2.65 0.59
C 0.94 -1.66 0.78
O 0.27 -1.15 -1.79
S -0.32 -1.42 -0.51
H -4.60 -1.06 0.90
C 2.00 -0.58 0.83
C -3.91 -0.25 0.75
O -1.97 2.18 0.00
C 0.49 2.87 -0.89
O -1.18 -2.59 -0.42
H 3.46 -1.60 -0.40
H 0.78 2.90 -1.94
H 1.51 0.39 0.86
H -2.54 -1.60 0.22
H -4.17 0.78 0.88
C 2.94 -0.64 -0.37
N -2.66 -0.58 0.35
H 0.35 -1.70 1.70
H 2.37 -0.52 -1.28
C -1.14 1.31 -0.18
H 1.33 3.18 -0.26
O 0.14 1.54 -0.56
C -1.37 -0.09 0.00
*
```

The HOMO-LUMO gap (spin up / spin down) is 8.49 / 8.49 eV. As for the HOMO energy (spin up / spin down): -8.559 / -8.559 eV. The value obtained for the energy relative to the best compared isomer or geometry (same formula, charge and spin) is 55.50 kcal per mole.